# C2H7BrN

A 2-piece molecular cluster, C2H7BrN overall at a distorted geometry (wB97M-V/def2-TZVPD, the OMol25 dataset).

ORCA input file:
```
! RIJCOSX wB97M-V def2-TZVPD def2/J DEFGRID3
* xyz 1 1
C 0.7604 -0.8966 -0.3120
C 0.0816 1.3222 0.0172
N 0.6933 0.2854 0.4898
Br -2.9172 -0.4321 -0.1625
H 1.3953 -1.5510 0.2745
H -0.3001 -1.1424 -0.3107
H 1.0438 -0.6666 -1.3210
H -0.0695 2.1777 0.6798
H -0.4094 1.2134 -0.9461
H 1.0014 0.1212 1.4595
H -1.2795 -0.4310 0.1315
*
```

Properties
- Calculated total energy: -73710.788 eV
- Kohn-Sham gap: 8.842 eV
- Energy relative to the best compared isomer or geometry (same formula, charge and spin): 41.5 kcal/mol
- Max |F|: 0.091 Eh/bohr